(1)
Formula: C38H37Cl3EuFN4O2S3SeSi
Source: the Open Molecules 2025 dataset
Level of theory: ωB97M-V/def2-TZVPD

Values from the calculation:
Relative energy (zero: lowest compared OMol25 entry of this formula, charge and spin), kJ/mol: 439.1
Total charge: -2
Multiplicity: 7
HOMO energy (alpha / beta), eV: -0.76 / 0.93

CARTESIAN COORDINATES (ANGSTROEM)
Eu (12.702, 12.306, 12.443)
C (15.939, 14.931, 14.854)
Si (14.205, 14.348, 15.279)
C (14.565, 12.668, 16.056)
C (13.520, 15.356, 16.753)
N (13.159, 14.368, 13.906)
C (12.883, 15.554, 13.282)
C (12.247, 16.713, 13.853)
C (11.955, 17.817, 13.080)
C (12.208, 17.814, 11.718)
C (12.846, 16.720, 11.156)
C (13.157, 15.668, 11.926)
F (13.450, 14.508, 11.281)
H (16.476, 15.477, 15.619)
H (15.930, 15.491, 13.961)
H (16.505, 14.028, 14.593)
H (15.029, 12.101, 15.247)
H (13.639, 12.089, 16.372)
H (15.293, 12.777, 16.872)
H (14.032, 14.922, 17.690)
H (12.437, 15.237, 17.027)
H (13.699, 16.425, 16.800)
H (11.974, 16.735, 14.972)
H (11.464, 18.699, 13.536)
H (11.927, 18.647, 11.052)
H (13.061, 16.758, 10.081)
Cl (9.101, 8.885, 6.249)
C (9.957, 9.856, 7.409)
C (10.714, 10.984, 7.020)
C (11.183, 11.920, 7.948)
Cl (12.195, 13.164, 7.424)
C (11.238, 11.510, 9.354)
O (12.049, 12.072, 10.167)
C (10.421, 10.349, 9.765)
Cl (10.312, 10.093, 11.449)
C (9.733, 9.618, 8.828)
H (11.014, 11.193, 5.992)
H (9.157, 8.747, 9.090)
O (10.544, 12.789, 13.025)
N (10.122, 12.948, 14.242)
C (9.187, 13.925, 14.459)
C (8.682, 14.248, 15.710)
C (9.245, 13.533, 16.812)
C (10.217, 12.552, 16.580)
C (10.569, 12.123, 15.232)
S (11.667, 10.790, 15.128)
H (8.878, 14.504, 13.594)
H (7.785, 14.828, 15.784)
H (8.915, 13.729, 17.865)
H (10.625, 11.912, 17.374)
S (14.628, 9.338, 12.183)
C (16.145, 10.080, 11.774)
N (17.397, 9.843, 12.586)
C (18.660, 10.307, 11.930)
C (18.505, 10.431, 10.400)
N (17.527, 9.457, 9.878)
C (17.899, 8.476, 8.847)
C (16.873, 8.146, 7.843)
C (16.865, 6.811, 7.463)
C (15.966, 6.352, 6.516)
C (15.149, 7.265, 5.840)
C (15.269, 8.617, 6.137)
C (16.082, 9.060, 7.198)
C (16.411, 9.241, 10.570)
S (15.186, 8.115, 10.260)
C (17.275, 10.135, 14.013)
C (18.264, 9.311, 14.872)
C (18.943, 9.866, 15.967)
C (19.749, 9.038, 16.776)
C (19.795, 7.628, 16.460)
C (19.109, 7.065, 15.427)
C (18.222, 7.869, 14.740)
H (19.471, 9.574, 12.182)
H (18.951, 11.257, 12.316)
H (19.501, 10.209, 9.991)
H (18.182, 11.436, 10.117)
H (18.158, 7.464, 9.370)
H (18.817, 8.865, 8.375)
H (17.603, 6.112, 7.979)
H (15.884, 5.296, 6.430)
H (14.358, 6.800, 5.144)
H (14.696, 9.299, 5.537)
H (16.263, 10.143, 7.336)
H (16.211, 9.827, 14.257)
H (17.367, 11.183, 14.194)
H (18.815, 10.903, 16.204)
H (20.321, 9.404, 17.635)
H (20.311, 6.969, 17.206)
H (19.220, 5.991, 15.257)
H (17.703, 7.508, 13.836)
Se (15.735, 11.965, 11.699)

---

(2)
Formula: C32H32AsBrClN5O4S2Sr
Source: the Open Molecules 2025 dataset
Level of theory: ωB97M-V/def2-TZVPD

Values from the calculation:
Total charge: -2
HOMO energy, eV: -1.68

CARTESIAN COORDINATES (ANGSTROEM)
Sr (0.655, 0.621, 0.230)
O (-0.537, 1.031, 3.155)
C (-0.716, -0.113, 2.697)
O (0.187, -0.837, 2.165)
C (-2.113, -0.688, 2.668)
C (-2.726, -1.039, 3.863)
C (-3.995, -1.599, 3.894)
C (-4.666, -1.787, 2.691)
C (-4.072, -1.417, 1.496)
C (-2.783, -0.862, 1.441)
S (-2.119, -0.421, -0.130)
H (-2.185, -0.864, 4.787)
H (-4.451, -1.879, 4.837)
H (-5.661, -2.222, 2.679)
H (-4.602, -1.557, 0.561)
N (0.802, 9.356, -2.022)
C (0.727, 8.000, -1.638)
C (-0.114, 7.609, -0.599)
C (-0.213, 6.274, -0.242)
C (0.521, 5.320, -0.927)
C (1.352, 5.698, -1.971)
C (1.454, 7.033, -2.326)
S (0.437, 3.613, -0.453)
O (0.576, 2.862, -1.695)
O (-0.809, 3.407, 0.251)
N (1.693, 3.231, 0.410)
C (1.743, 3.556, 1.738)
N (1.152, 4.671, 2.202)
C (1.193, 4.866, 3.512)
C (1.819, 4.002, 4.389)
C (2.441, 2.907, 3.800)
N (2.431, 2.685, 2.503)
H (0.603, 9.988, -1.261)
H (1.686, 9.592, -2.448)
H (-0.690, 8.357, -0.066)
H (-0.846, 5.956, 0.575)
H (1.912, 4.939, -2.504)
H (2.101, 7.328, -3.145)
H (0.694, 5.763, 3.873)
H (1.815, 4.159, 5.457)
H (2.965, 2.173, 4.405)
Br (2.941, 2.105, -4.579)
C (1.376, 1.184, -4.036)
C (0.134, 1.713, -4.322)
C (-0.979, 1.034, -3.859)
C (-0.793, -0.143, -3.150)
N (0.412, -0.645, -2.879)
C (1.490, 0.015, -3.299)
H (0.045, 2.651, -4.854)
H (-1.977, 1.422, -4.013)
H (-1.644, -0.684, -2.752)
H (2.455, -0.396, -3.026)
C (-0.905, -5.827, 0.931)
As (-1.008, -3.861, 0.698)
C (-1.761, -3.954, -1.116)
C (0.902, -3.557, 0.215)
C (1.452, -4.436, -0.856)
C (2.054, -5.657, -0.556)
C (2.538, -6.488, -1.558)
C (2.430, -6.111, -2.888)
C (1.841, -4.891, -3.200)
C (1.361, -4.063, -2.199)
H (-0.456, -6.333, 0.075)
H (-1.923, -6.197, 1.074)
H (-0.331, -6.061, 1.830)
H (-1.248, -4.695, -1.731)
H (-1.685, -2.967, -1.571)
H (-2.818, -4.211, -1.030)
H (1.453, -3.667, 1.151)
H (0.985, -2.507, -0.071)
H (2.151, -5.954, 0.483)
H (3.008, -7.430, -1.295)
H (2.813, -6.753, -3.673)
H (1.770, -4.572, -4.234)
H (0.933, -3.098, -2.446)
Cl (3.833, -1.613, -1.287)
C (3.127, -0.153, -0.359)
H (3.690, 0.683, -0.796)
H (3.573, -0.294, 0.635)

---

(3)
Formula: C52H50FLaN7O11
Source: the Open Molecules 2025 dataset
Level of theory: ωB97M-V/def2-TZVPD

Values from the calculation:
Relative energy (zero: lowest compared OMol25 entry of this formula, charge and spin), kJ/mol: 301.5
Total charge: +1
HOMO energy, eV: -8.71

CARTESIAN COORDINATES (ANGSTROEM)
La (-1.362, -0.467, 1.639)
C (-4.677, 0.331, 1.180)
O (-3.897, -0.577, 2.098)
C (-4.422, -0.543, 3.410)
C (-5.773, -0.312, 3.624)
C (-6.234, -0.353, 4.926)
C (-5.406, -0.685, 6.040)
C (-4.016, -0.802, 5.758)
C (-3.545, -0.615, 4.442)
N (-2.137, -0.800, 4.202)
N (-1.417, -0.978, 5.264)
C (-0.121, -1.340, 5.192)
C (0.640, -1.702, 3.980)
O (0.099, -1.844, 2.848)
C (2.010, -2.092, 4.128)
C (2.714, -1.958, 5.323)
C (2.021, -1.590, 6.534)
C (2.760, -1.305, 7.770)
C (2.085, -0.899, 8.865)
C (0.719, -0.653, 8.728)
C (0.034, -0.707, 7.562)
C (0.676, -1.192, 6.437)
H (-5.619, -0.175, 0.830)
H (-4.113, 0.462, 0.212)
H (-4.853, 1.249, 1.740)
H (-6.472, -0.128, 2.780)
H (-7.285, -0.236, 5.143)
H (-5.735, -0.913, 7.058)
H (-3.322, -1.185, 6.483)
H (2.477, -2.356, 3.166)
H (3.854, -2.077, 5.331)
H (3.775, -1.537, 7.807)
H (2.691, -0.744, 9.804)
H (0.258, -0.284, 9.611)
H (-1.036, -0.431, 7.547)
C (-0.232, 6.136, -2.214)
C (0.857, 5.804, -1.269)
N (0.856, 4.423, -0.707)
C (0.025, 4.295, 0.351)
C (-0.163, 3.159, 1.078)
C (-1.400, 3.078, 1.933)
O (-1.871, 4.092, 2.424)
O (-1.937, 1.897, 1.907)
C (0.711, 2.080, 0.816)
O (0.702, 1.027, 1.510)
C (1.635, 2.147, -0.386)
C (2.439, 1.071, -0.734)
C (3.196, 1.139, -1.848)
F (4.049, 0.140, -2.081)
C (2.991, 2.222, -2.779)
C (2.219, 3.338, -2.440)
C (1.617, 3.348, -1.148)
N (3.411, 2.073, -4.142)
C (4.521, 2.862, -4.618)
C (4.629, 2.701, -6.168)
N (3.223, 2.279, -6.717)
C (2.724, 0.880, -6.132)
C (3.337, 0.752, -4.744)
H (-0.037, 7.130, -2.637)
H (-1.234, 5.935, -1.793)
H (-0.183, 5.449, -3.112)
H (0.760, 6.379, -0.352)
H (1.869, 5.984, -1.728)
H (-0.472, 5.236, 0.650)
H (2.424, 0.213, -0.067)
H (1.915, 4.095, -3.207)
H (5.460, 2.473, -4.092)
H (4.343, 3.889, -4.369)
H (5.409, 2.005, -6.468)
H (4.830, 3.716, -6.574)
H (3.103, 2.336, -7.712)
H (2.559, 2.946, -6.323)
H (3.024, 0.123, -6.850)
H (1.689, 1.185, -6.059)
H (4.396, 0.347, -4.782)
H (2.746, 0.075, -4.108)
O (1.788, -1.735, -3.138)
H (0.824, -1.866, -3.110)
H (2.112, -2.542, -2.708)
O (-1.228, -1.525, -2.417)
C (-1.509, -0.475, -1.856)
O (-1.985, -0.251, -0.707)
C (-1.486, 0.848, -2.752)
C (-2.085, 1.997, -2.339)
C (-2.322, 3.133, -3.190)
C (-1.746, 2.999, -4.389)
O (-1.689, 3.888, -5.451)
C (-1.256, 3.090, -6.522)
O (-0.453, 2.044, -6.066)
C (-1.007, 1.845, -4.788)
C (-0.982, 0.674, -4.067)
H (-2.664, 2.068, -1.382)
H (-2.995, 3.977, -2.963)
H (-0.752, 3.741, -7.190)
H (-2.085, 2.692, -7.018)
H (-0.585, -0.295, -4.291)
C (0.510, -6.152, -0.649)
N (0.975, -4.904, -0.044)
N (0.118, -3.809, -0.021)
C (0.874, -2.596, 0.012)
O (0.374, -1.487, 0.081)
C (2.223, -3.047, -0.129)
C (2.216, -4.422, -0.237)
C (3.373, -5.355, -0.467)
C (-1.171, -4.002, 0.517)
C (-2.272, -3.520, -0.241)
C (-3.537, -3.599, 0.325)
C (-3.718, -4.238, 1.545)
C (-2.658, -4.556, 2.329)
C (-1.363, -4.527, 1.786)
H (0.782, -6.250, -1.648)
H (-0.566, -6.204, -0.536)
H (1.035, -7.023, -0.320)
H (2.961, -2.226, -0.283)
H (2.999, -6.343, -0.713)
H (3.830, -5.430, 0.512)
H (4.083, -4.970, -1.251)
H (-2.098, -3.114, -1.238)
H (-4.393, -3.303, -0.283)
H (-4.730, -4.378, 1.887)
H (-2.749, -4.998, 3.316)
H (-0.505, -4.877, 2.320)

---

no.,total energy (eV)
1,-215403.927
2,-215257.800
3,-91261.690